The following is a quantum chemistry calculation of C24H32FeN6O as an isolated structure, from OMol25.

```
64
C24H32FeN6O, DFT ωB97M-V/def2-TZVPD
Fe 0.43970 -0.30472 -0.33211
C -2.16701 2.14210 -2.24068
C -0.99242 2.99598 -1.76305
C -0.35925 2.56298 -0.43686
N 0.66478 1.53180 -0.56926
C 1.93427 1.91346 -0.84353
C 2.25630 3.20912 -1.23037
C 3.47929 3.79533 -1.56374
C 4.75106 3.27831 -1.55118
C 5.10555 1.98255 -1.18000
C 4.31023 0.93352 -0.78364
C 2.90940 0.82566 -0.64606
N 2.33151 -0.30592 -0.26515
C 3.07987 -1.33167 0.44134
C 2.20029 -2.01347 1.49766
C 1.28425 -1.05744 2.26770
N 0.15114 -0.64651 1.45249
C -1.02677 -0.24627 1.97130
C -1.20295 -0.02878 3.32795
C -2.35699 0.25510 4.07176
C -3.65670 0.38267 3.66597
C -4.11491 0.26479 2.34607
C -3.44117 0.04427 1.17421
C -2.05376 -0.11895 0.90557
N -1.53397 -0.22490 -0.29945
C -2.30522 -0.32243 -1.52636
C -1.85653 0.67594 -2.59136
H -2.59747 2.63292 -3.11490
H -2.95215 2.16619 -1.47612
H -1.34588 4.02432 -1.64743
H -0.22631 3.02454 -2.54258
H -1.13596 2.18442 0.22449
H 0.07555 3.42099 0.08355
H 1.41797 3.88594 -1.31031
H 3.40540 4.83210 -1.87267
H 5.54971 3.94316 -1.85280
H 6.16427 1.75258 -1.22247
H 4.84675 0.01486 -0.59260
H 3.91178 -0.85411 0.96778
H 3.51317 -2.07645 -0.23359
H 2.85420 -2.51651 2.21166
H 1.58323 -2.79505 1.04788
H 1.84840 -0.18746 2.62945
H 0.90353 -1.58617 3.14647
H -0.29616 -0.08642 3.91589
H -2.18160 0.38196 5.13438
H -4.39631 0.58669 4.42840
H -5.18663 0.37636 2.21947
H -4.07898 0.01084 0.30414
H -3.37249 -0.18429 -1.36237
H -2.18563 -1.34270 -1.90734
H -2.36889 0.40445 -3.51640
H -0.78939 0.54889 -2.79973
C -1.90608 -4.44287 0.33863
N -1.13505 -3.25135 0.02955
C -0.29989 -3.12510 -1.00591
N -0.14263 -4.14852 -1.86342
O 0.35373 -2.06918 -1.19176
H -2.57759 -4.21163 1.15996
H -1.26643 -5.27502 0.63839
H -2.52062 -4.73998 -0.51250
H -1.13737 -2.46504 0.66309
H -0.63385 -5.01828 -1.77552
H 0.47571 -4.00763 -2.64200
```

Calculated values
Orbital gap (alpha / beta) = 0.2552 / 0.2567 hartree
Max |F| = 0.35 eV Å⁻¹
Spin multiplicity = 2
Net charge = +1
<S²> = 0.801

=====

The following is a quantum chemistry calculation of C24H32GeMnN3O as an isolated structure, from OMol25.

```
62
C24H32GeMnN3O, DFT ωB97M-V/def2-TZVPD
Mn -0.16188 -0.74417 0.51724
N 2.95614 -2.23318 -1.48128
C 1.93838 -1.52728 -1.03997
O 1.58052 -1.62361 0.17329
C 1.20395 -0.57093 -1.95375
C -0.24765 -0.30698 -1.51446
H 3.45700 -2.84616 -0.85268
H 3.25996 -2.17497 -2.44154
H 1.24118 -0.92845 -2.98639
H 1.79561 0.35063 -1.93386
H -0.93647 -1.03123 -1.95706
H -0.59920 0.68443 -1.80541
N 2.11118 3.76261 1.92918
C 0.60586 3.69726 1.94427
C 0.13870 2.50181 1.12382
N 0.71631 1.22487 1.58537
C 2.19062 1.31391 1.57268
C 2.72275 2.47028 2.40773
H 2.43726 4.54422 2.50678
H 2.43616 3.96579 0.97825
H 0.23011 4.64130 1.55096
H 0.32171 3.61563 2.99485
H 0.41890 2.63285 0.07523
H -0.94940 2.46186 1.15907
H 0.42352 1.06801 2.55198
H 2.50849 1.42080 0.53148
H 2.62082 0.38359 1.94509
H 3.80575 2.56910 2.33889
H 2.44533 2.38088 3.45948
C -3.37007 1.19219 1.68291
Ge -2.69111 -0.34419 0.71068
C -3.94912 -1.09231 -0.53761
C -5.05768 -1.65687 0.10034
C -6.09089 -2.18785 -0.65371
C -6.02755 -2.15981 -2.03823
C -4.93170 -1.59491 -2.67339
C -3.89411 -1.05904 -1.92954
C -1.78760 -1.58978 1.91170
C -1.72993 -1.24820 3.26443
C -1.31064 -2.16587 4.23141
C -0.83847 -3.39079 3.83901
C -0.78415 -3.77174 2.48397
C -0.27821 -5.03866 2.10778
C -0.24248 -5.40924 0.79339
C -0.74341 -4.54321 -0.19467
C -1.25748 -3.31382 0.13384
C -1.27506 -2.87821 1.48438
H -4.22479 0.78176 2.22998
H -3.74496 1.93802 0.98405
H -2.69015 1.66303 2.38711
H -5.12532 -1.70335 1.18262
H -6.94989 -2.62387 -0.16260
H -6.83661 -2.57768 -2.62229
H -4.89634 -1.56457 -3.75367
H -3.06248 -0.59867 -2.44626
H -2.06935 -0.27185 3.58617
H -1.35005 -1.91143 5.28076
H -0.49081 -4.09083 4.58807
H 0.06378 -5.71916 2.87566
H 0.14208 -6.38046 0.51700
H -0.75444 -4.86314 -1.22787
H -1.72740 -2.72164 -0.64719
```

Calculated values
Orbital gap (alpha / beta) = 0.2560 / 0.2215 hartree
Max |F| = 1.57 eV Å⁻¹
Spin multiplicity = 6
Net charge = +3
<S²> = 8.822